[1]
The following is a quantum chemistry calculation of a cluster of 6 separate species, C40H48F5N6 in total, from the Open Molecules 2025 dataset.

```
99
C40H48F5N6, DFT the ωB97M-V functional and the def2-TZVPD basis
C -2.711 0.670 3.837
C -1.874 0.258 2.621
C -2.655 0.093 1.315
C -3.095 1.434 0.692
C -4.349 2.151 1.210
C -5.707 1.617 0.703
C -6.636 1.230 1.853
N -7.892 0.621 1.389
C -7.869 -0.807 1.401
N -8.031 -1.588 2.384
N -7.671 -1.331 0.130
C -3.782 -0.986 1.459
N -3.546 -1.835 0.252
C -2.624 -1.249 -0.483
N -2.624 -1.241 -1.798
N -1.709 -0.548 0.313
H -2.854 1.750 3.880
H -2.195 0.380 4.752
H -3.696 0.197 3.860
H -1.104 1.017 2.457
H -1.346 -0.679 2.834
H -3.189 1.333 -0.396
H -2.236 2.093 0.849
H -4.261 3.182 0.858
H -4.347 2.217 2.300
H -5.537 0.733 0.074
H -6.206 2.366 0.086
H -6.107 0.552 2.538
H -6.891 2.131 2.417
H -8.655 0.946 1.970
H -8.218 -1.073 3.241
H -7.409 -2.307 0.127
H -7.157 -0.741 -0.505
H -4.795 -0.611 1.408
H -3.676 -1.589 2.361
H -4.360 -2.227 -0.206
H -1.787 -1.171 -2.361
H -3.503 -1.249 -2.295
H -1.168 -1.238 0.838
F 3.158 -0.784 -0.896
C 2.703 -1.771 -1.695
C 3.576 -2.372 -2.577
C 3.091 -3.387 -3.390
C 1.761 -3.781 -3.315
C 0.909 -3.158 -2.415
C 1.378 -2.141 -1.595
H 4.607 -2.046 -2.621
H 3.759 -3.874 -4.087
H 1.395 -4.573 -3.952
H -0.128 -3.469 -2.353
H 0.739 -1.643 -0.875
F 6.310 1.331 4.420
C 6.505 0.761 3.213
C 5.403 0.430 2.451
C 5.610 -0.154 1.209
C 6.898 -0.403 0.756
C 7.988 -0.058 1.544
C 7.798 0.531 2.787
H 4.410 0.632 2.829
H 4.771 -0.414 0.578
H 7.044 -0.863 -0.209
H 8.994 -0.250 1.194
H 8.629 0.809 3.421
F 6.769 -1.030 -2.423
C 7.470 0.040 -2.883
C 8.782 -0.145 -3.262
C 9.493 0.960 -3.713
C 8.892 2.210 -3.763
C 7.566 2.359 -3.377
C 6.838 1.264 -2.936
H 9.233 -1.126 -3.195
H 10.525 0.842 -4.015
H 9.455 3.071 -4.094
H 7.102 3.334 -3.407
H 5.807 1.353 -2.622
F 8.623 5.200 -2.406
C 8.811 5.135 -1.065
C 8.838 3.899 -0.452
C 9.031 3.851 0.921
C 9.189 5.021 1.652
C 9.156 6.248 1.005
C 8.967 6.315 -0.368
H 8.711 2.999 -1.037
H 9.055 2.891 1.420
H 9.338 4.976 2.722
H 9.278 7.163 1.570
H 8.942 7.259 -0.894
F -13.368 -6.022 -0.184
C -12.502 -5.005 -0.350
C -12.184 -4.606 -1.633
C -11.291 -3.556 -1.794
C -10.735 -2.929 -0.687
C -11.073 -3.354 0.591
C -11.966 -4.400 0.770
H -12.630 -5.112 -2.478
H -11.034 -3.227 -2.792
H -10.040 -2.111 -0.816
H -10.635 -2.871 1.456
H -12.248 -4.747 1.754
```

Results
ΔE to the lowest compared entry with this formula, charge and spin	0.00	kcal per mole
calculated total energy	-64780.518	eV
frontier orbital gap	6.78	eV
total charge	+1

[2]
The following is a quantum chemistry calculation of a structure of composition C21H45BBrClINNbO14, from the Open Molecules 2025 dataset.

```
86
C21H45BBrClINNbO14, DFT the ωB97M-V functional and the def2-TZVPD basis
C -1.736 0.776 -3.148
C -0.866 1.416 -2.356
Nb 1.055 1.731 -3.141
Br 1.314 3.344 -1.140
I 0.769 0.005 -5.393
C 0.274 3.235 -4.621
C 0.983 3.478 -5.970
C 0.062 3.262 -7.186
N 0.753 2.828 -8.412
C 3.120 2.384 -3.725
C 4.212 2.525 -2.642
C 4.504 3.987 -2.328
Cl 5.016 4.273 -0.629
C 1.931 -0.108 -2.092
B 1.005 -1.344 -2.030
O 0.040 -1.496 -1.018
O 0.994 -2.395 -2.916
H -2.070 -0.233 -2.891
H -2.122 1.200 -4.073
H -0.967 1.647 -1.298
H 0.186 4.159 -4.041
H -0.744 2.899 -4.857
H 1.320 4.521 -6.002
H 1.852 2.833 -6.111
H -0.665 2.486 -6.947
H -0.455 4.194 -7.429
H 1.628 3.335 -8.501
H 1.014 1.854 -8.296
H 3.064 3.349 -4.241
H 3.435 1.654 -4.478
H 5.135 2.094 -3.047
H 4.004 1.977 -1.722
H 3.616 4.597 -2.476
H 5.300 4.378 -2.958
H 2.872 -0.367 -2.594
H 2.161 0.247 -1.080
H 0.384 -1.120 -0.206
H 1.590 -2.228 -3.650
C -2.485 -6.746 3.588
O -2.850 -5.889 2.506
C -1.836 -5.158 2.020
O -0.704 -5.195 2.434
O -2.291 -4.412 1.031
C -1.303 -3.562 0.403
H -3.397 -7.265 3.868
H -1.726 -7.461 3.273
H -2.107 -6.167 4.428
H -0.503 -4.159 -0.025
H -0.902 -2.863 1.132
H -1.820 -3.026 -0.382
C -0.712 2.132 4.412
O -0.184 1.124 3.544
C 0.389 0.100 4.163
O 0.484 -0.034 5.361
O 0.840 -0.753 3.250
C 1.490 -1.911 3.789
H -1.135 2.883 3.752
H -1.483 1.715 5.056
H 0.081 2.568 5.016
H 0.800 -2.486 4.404
H 2.358 -1.616 4.376
H 1.801 -2.504 2.934
C -7.368 0.951 -5.486
O -7.532 0.058 -4.379
C -6.390 -0.239 -3.752
O -5.301 0.175 -4.047
O -6.661 -1.070 -2.748
C -5.504 -1.468 -1.995
H -8.365 1.098 -5.890
H -6.949 1.899 -5.154
H -6.714 0.512 -6.238
H -5.023 -0.599 -1.549
H -4.794 -1.987 -2.635
H -5.876 -2.134 -1.223
C 2.090 -0.805 7.720
O 2.106 -0.828 9.160
C 3.302 -0.661 9.704
O 4.341 -0.501 9.117
O 3.170 -0.699 11.036
C 4.397 -0.528 11.748
H 1.060 -0.956 7.428
H 2.442 0.155 7.351
H 2.718 -1.604 7.330
H 4.843 0.438 11.520
H 5.102 -1.319 11.495
H 4.132 -0.582 12.800
```

Results
calculated total energy	-145557.175	eV
frontier orbital gap	6.96	eV
total charge	-1

[3]
The following is a quantum chemistry calculation of an isolated molecule of C19H23N3O3, from the Open Molecules 2025 dataset.

```
48
C19H23N3O3, DFT the ωB97M-V functional and the def2-TZVPD basis
C -4.531 -2.130 0.829
O -3.654 -2.423 -0.232
C -2.312 -2.326 -0.008
C -1.487 -2.668 -1.081
C -0.116 -2.576 -0.965
C 0.473 -2.148 0.221
C 1.960 -1.960 0.322
C 2.370 -0.626 -0.348
C 1.443 0.461 0.197
O 1.554 0.912 1.320
N 0.481 0.825 -0.682
C -0.638 1.647 -0.409
C -1.891 1.138 -0.736
C -3.046 1.865 -0.508
C -4.390 1.316 -0.879
C -2.924 3.129 0.059
C -1.679 3.648 0.354
C -0.509 2.934 0.115
C 0.825 3.553 0.380
C 3.809 -0.300 -0.054
N 4.144 -0.077 1.244
N 4.602 -0.320 -1.054
O 5.951 0.001 -0.743
C -0.354 -1.821 1.285
C -1.731 -1.907 1.183
H -4.416 -1.096 1.171
H -5.534 -2.269 0.429
H -4.380 -2.811 1.673
H -1.949 -2.999 -1.999
H 0.509 -2.844 -1.805
H 2.493 -2.773 -0.173
H 2.262 -1.931 1.369
H 2.264 -0.713 -1.432
H 0.367 0.231 -1.492
H -1.954 0.149 -1.169
H -4.322 0.264 -1.144
H -4.793 1.859 -1.734
H -5.093 1.431 -0.055
H -3.810 3.714 0.255
H -1.603 4.642 0.769
H 1.509 3.352 -0.443
H 0.728 4.628 0.508
H 1.265 3.129 1.282
H 3.401 0.285 1.827
H 5.065 0.309 1.387
H 6.391 -0.064 -1.599
H 0.082 -1.480 2.213
H -2.336 -1.638 2.034
```

Results
ΔE to the lowest compared entry with this formula, charge and spin	64.05	kcal per mole
structure (SMILES)	COc1ccc(C[C@@H](C(=O)Nc2cc(C)ccc2C)/C(N)=N/O)cc1
calculated total energy	-30688.961	eV
frontier orbital gap	9.12	eV

Question: Number 3 is which compound?
Answer: C19H23N3O3

Question: What is the frontier orbital gap in the second record?
Answer: 6.96 eV

Question: The highest frontier orbital gap belongs to which entry?
Answer: C19H23N3O3